No. 1
Entry from the Open Molecules 2025 dataset: a cluster of 2 separate species, C21H17BrN2O5 in total at a distorted geometry (wB97M-V/def2-TZVPD).

Its LUMO energy is 0.38 eV. For the HOMO-LUMO gap, the calculation gives 9.2 eV.

Structure (XYZ):
```
46
C21H17BrN2O5 | the Open Molecules 2025 dataset | wB97M-V/def2-TZVPD
O -1.32674 0.75473 -0.62828
C -1.01010 -0.18632 -0.00241
O 0.16672 -0.36679 0.67183
C 1.27120 0.69231 0.46247
C 2.14416 1.09039 1.44468
C 3.13900 1.98865 1.52825
C 3.39722 2.63157 0.35832
C 2.75781 2.03980 -0.87713
C 1.69202 1.18711 -0.72690
H 0.97735 1.00104 -1.63043
H 2.91836 2.38565 -1.63720
H 4.40909 3.01066 0.22259
N 3.98704 2.29035 2.46705
C 4.25982 1.18221 3.64427
O 4.11917 0.04434 3.47342
C 5.10920 2.05758 4.73526
C 5.13832 3.55767 4.11906
C 4.35608 3.56445 2.96025
O 4.11507 4.29290 2.20739
H 4.69690 4.11468 5.03616
H 6.29856 3.73888 3.95519
H 6.09957 1.50649 4.89270
H 4.63201 1.74651 5.70752
H 1.72956 0.62352 2.76679
C -1.61999 -1.57728 0.43174
C -1.19407 -2.69354 -0.01269
C -1.73304 -2.73636 -1.45208
O -1.32247 -3.82976 -2.11861
N -2.85942 -1.99522 -1.37051
C -3.77729 -1.99279 -2.56403
C -4.95973 -1.60787 -2.40781
C -5.72980 -1.44499 -3.58058
C -5.47152 -1.94999 -4.72076
C -4.13714 -2.36516 -4.96110
C -3.29073 -2.46499 -3.82768
H -2.40734 -3.14008 -3.83253
H -3.76905 -2.93788 -5.97099
Br -6.79929 -1.72944 -6.04971
H -6.82248 -1.01740 -3.34912
H -5.30444 -1.14032 -1.28570
C -3.26137 -1.19321 -0.27046
H -3.42082 -0.19228 -0.29738
H -3.85337 -1.65664 0.37028
H -0.02498 -2.46498 -0.04681
H -1.29947 -3.52210 0.73106
H -2.01959 -1.29611 1.43463
```

Now the Mulliken charges, all in e: O -0.556; C 0.493; O -0.223; C -0.167; C 0.167; C 1.048; C -0.428; C -1.486; C -0.002; H 0.194; H 0.865; H 0.321; N -0.158; C 0.224; O -0.422; C -0.661; C -0.274; C 0.199; O -0.354; H 0.251; H 0.265; H 0.271; H 0.305; H -0.024; C -0.142; C -0.512; C 0.411; O -0.688; N 0.309; C 0.173; C -0.023; C -0.350; C 0.129; C -0.324; C -0.517; H 0.389; H 0.240; Br -0.185; H 0.224; H 0.178; C -1.313; H 0.523; H 0.701; H 0.220; H 0.290; H 0.420

---

No. 2
Entry from the Open Molecules 2025 dataset: an isolated molecule of C21H17ClN4O2 at a distorted geometry (wB97M-V/def2-TZVPD).

As for the SMILES: Cc1onc(-c2ccccc2Cl)c1C(=O)Nc1cnn(Cc2ccccc2)c1. Its LUMO energy is 0.48 eV. For the HOMO-LUMO gap, the calculation gives 8.9 eV.

Structure (XYZ):
```
45
C21H17ClN4O2 | the Open Molecules 2025 dataset | wB97M-V/def2-TZVPD
C 2.40422 -1.74132 4.89253
C 2.53863 -2.22011 3.50056
O 3.59491 -2.96506 3.15613
N 3.51744 -3.29195 1.84619
C 2.42786 -2.75211 1.36601
C 1.99728 -2.96271 -0.01754
C 0.70696 -3.42828 -0.26815
C 0.27091 -3.64053 -1.56177
C 1.12074 -3.38903 -2.62717
C 2.40448 -2.92677 -2.39868
C 2.84225 -2.71729 -1.09989
Cl 4.43632 -2.11385 -0.83255
C 1.74317 -2.02842 2.39299
C 0.49285 -1.24259 2.34201
O -0.21538 -1.07911 3.31590
N 0.23826 -0.71658 1.11357
C -0.89879 0.00211 0.75679
C -1.99196 0.39902 1.54770
N -2.87175 1.05202 0.81379
N -2.39177 1.08418 -0.42093
C -3.08533 1.79372 -1.46330
C -2.44770 3.13885 -1.71859
C -1.98755 3.49021 -2.97869
C -1.39725 4.72546 -3.18704
C -1.25566 5.61300 -2.13481
C -1.70780 5.26408 -0.87246
C -2.30271 4.03346 -0.66508
C -1.19357 0.46937 -0.51059
H 1.42306 -1.29149 5.01574
H 3.17759 -1.00701 5.11520
H 2.52066 -2.57370 5.58364
H 0.05198 -3.62801 0.56708
H -0.72973 -4.00387 -1.73751
H 0.78557 -3.55439 -3.63964
H 3.07350 -2.72727 -3.22056
H 0.89899 -0.88265 0.36822
H -2.15169 0.22673 2.59088
H -4.11445 1.92543 -1.11728
H -3.08556 1.19063 -2.37603
H -2.09521 2.79896 -3.80290
H -1.04479 4.99260 -4.17236
H -0.79321 6.57509 -2.29758
H -1.59868 5.95408 -0.04907
H -2.65720 3.75346 0.31630
H -0.64986 0.40163 -1.43109
```

Now the Mulliken charges, all in e: C -1.336; C -0.306; O -0.175; N -0.673; C -0.072; C -0.254; C 0.197; C -0.791; C -0.435; C -0.587; C 0.585; Cl -0.194; C 1.291; C 0.639; O -0.682; N 0.002; C 0.625; C -0.654; N -1.059; N 0.880; C -1.273; C 0.748; C -0.501; C -0.521; C -0.398; C -0.580; C -0.244; C -0.782; H 0.329; H 0.326; H 0.363; H 0.449; H 0.419; H 0.406; H 0.442; H 0.086; H 0.586; H 0.280; H 0.503; H 0.317; H 0.371; H 0.375; H 0.375; H 0.428; H 0.495

---

No. 3
Entry from the Open Molecules 2025 dataset: a structure of composition C21H17F5N5O4S5Se3TeZr at a distorted geometry (wB97M-V/def2-TZVPD).

Its LUMO energy is 1.99 eV. The energy relative to the best compared isomer or geometry (same formula, charge and spin) comes out at 26.61 kcal/mol. For the HOMO-LUMO gap, the calculation gives 6.6 eV. The net charge is -1.

Structure (XYZ):
```
62
C21H17F5N5O4S5Se3TeZr | the Open Molecules 2025 dataset | wB97M-V/def2-TZVPD
Zr -0.33079 0.23789 -0.29792
F 2.99180 1.37420 6.52526
C 2.11678 1.48130 5.51155
C 1.80153 0.38761 4.72883
F 2.38783 -0.79451 4.97621
C 0.88702 0.50948 3.69474
F 0.64457 -0.62026 2.97518
C 0.26771 1.71029 3.36518
S -0.85952 1.93461 2.03249
C 0.61466 2.78373 4.18329
F 0.08404 3.99994 3.96620
C 1.51425 2.68732 5.23059
F 1.80991 3.76485 5.98072
Se -2.17245 -1.11963 1.10511
Se -3.75313 0.22420 -0.02833
Te -2.61999 2.32767 -0.80882
Se -1.32342 1.43560 -2.73803
O 0.66744 2.03147 -0.35681
N 1.57411 2.60288 -1.13711
C 1.80280 3.91402 -0.86589
C 2.72116 4.61257 -1.58323
C 3.41609 3.94205 -2.60573
C 3.16483 2.62298 -2.85389
C 2.20679 1.89387 -2.10344
S 1.85185 0.25997 -2.30167
H 1.19810 4.30542 -0.06192
H 2.89511 5.65322 -1.35382
H 4.14952 4.47214 -3.20146
H 3.68506 2.08089 -3.63050
O 4.89114 -2.71540 -1.49146
S 4.29409 -2.74448 -0.18686
O 4.62009 -3.81767 0.70497
N 2.66266 -2.60988 -0.32399
C 2.25476 -1.49399 0.17611
O 0.99833 -1.16199 0.18640
C 3.29966 -0.59437 0.74429
C 3.17929 0.65912 1.31293
C 4.33807 1.28318 1.76023
C 5.58206 0.66276 1.63642
C 5.69666 -0.59671 1.05754
C 4.53308 -1.19475 0.61830
H 2.21698 1.15046 1.40856
H 4.26975 2.26505 2.21227
H 6.47049 1.16935 1.99312
H 6.65624 -1.08751 0.95286
N -2.12609 -1.87336 -2.31468
N -0.79108 -1.61755 -1.83735
H -2.14441 -2.78789 -2.75254
H -2.33873 -1.15213 -2.99599
H -0.12805 -1.64034 -2.60959
H -0.56533 -2.38028 -1.19943
S 0.10028 -4.04547 1.34991
C -0.78493 -3.81750 2.71552
N -2.12891 -3.92936 2.83829
C -2.71730 -3.27626 4.00365
C -1.67496 -3.40493 5.10889
S -0.08280 -3.35646 4.24835
H -2.63248 -3.91081 1.96151
H -3.64802 -3.77174 4.27644
H -2.92067 -2.22524 3.78694
H -1.76887 -4.34485 5.65030
H -1.72829 -2.57338 5.80798
```

Now the Mulliken charges, all in e: Zr -0.398; F -0.340; C 0.680; C -0.154; F -0.364; C -0.390; F -0.144; C 0.384; S -0.165; C 0.258; F -0.382; C 0.234; F -0.332; Se 0.035; Se -0.284; Te 0.012; Se -0.482; O 0.394; N 0.197; C -0.513; C -0.703; C -0.164; C -0.861; C 0.541; S -0.381; H 0.465; H 0.437; H 0.373; H 0.436; O -0.716; S 1.298; O -0.703; N -0.398; C -0.455; O 0.819; C 1.107; C 0.544; C -1.705; C -0.720; C -0.679; C -0.209; H 0.659; H 0.520; H 0.434; H 0.429; N -0.480; N -0.172; H 0.209; H 0.165; H 0.293; H 0.266; S -0.155; C 0.057; N -0.312; C -0.462; C -0.566; S -0.104; H 0.392; H 0.381; H 0.173; H 0.338; H 0.366

---

No. 4
Entry from the Open Molecules 2025 dataset: an isolated molecule of C21H17FN4O4S at a distorted geometry (wB97M-V/def2-TZVPD).

As for the SMILES: Cc1cc(F)ccc1S(=O)(=O)Nc1ccccc1C(=O)Nc1ccc2[nH]c(=O)[nH]c2c1. Its LUMO energy is 0.19 eV. For the HOMO-LUMO gap, the calculation gives 8.3 eV.

Structure (XYZ):
```
48
C21H17FN4O4S | the Open Molecules 2025 dataset | wB97M-V/def2-TZVPD
C -5.55675 -1.50192 -1.79065
C -5.01402 -1.33400 -0.41314
C -5.75029 -1.70871 0.70488
C -5.20586 -1.55514 1.96689
F -5.93571 -1.92048 3.03662
C -3.93455 -1.04660 2.16460
C -3.20054 -0.67137 1.05181
C -3.74230 -0.80366 -0.21152
S -2.80088 -0.32704 -1.67027
O -3.54786 0.65083 -2.40533
O -2.37654 -1.51009 -2.35247
N -1.40660 0.36782 -1.08312
C -1.28853 1.55318 -0.38984
C -2.36030 2.44499 -0.32385
C -2.24955 3.62570 0.37997
C -1.07213 3.94119 1.04299
C 0.00244 3.07868 0.96759
C -0.07431 1.88831 0.24479
C 1.07600 0.94791 0.17347
O 0.92168 -0.26367 0.08054
N 2.29198 1.55279 0.20563
C 3.56824 0.97849 0.17201
C 4.65796 1.85404 0.16318
C 5.96396 1.39366 0.13640
C 6.15946 0.02724 0.11772
N 7.29561 -0.75108 0.09004
C 6.96268 -2.09146 0.07890
O 7.71978 -3.02886 0.05534
N 5.58257 -2.12930 0.10325
C 5.06385 -0.85543 0.12618
C 3.76173 -0.40214 0.15485
H -4.85252 -2.07131 -2.39492
H -6.51809 -2.00826 -1.77358
H -5.66660 -0.52970 -2.26832
H -6.74110 -2.12282 0.60106
H -3.53620 -0.95375 3.16165
H -2.20337 -0.28251 1.17821
H -0.63046 -0.27808 -0.95572
H -3.27020 2.19443 -0.84239
H -3.09081 4.30028 0.42367
H -0.99455 4.85258 1.61506
H 0.90360 3.31729 1.51529
H 2.29236 2.56324 0.20741
H 4.47700 2.91905 0.17682
H 6.79374 2.08203 0.12990
H 8.24434 -0.41948 0.07400
H 5.05202 -2.98327 0.09456
H 2.92448 -1.07711 0.15926
```

Now the Mulliken charges, all in e: C -1.619; C 0.479; C -0.876; C 0.211; F -0.325; C -0.855; C 0.081; C 0.388; S 1.370; O -0.680; O -0.671; N -0.167; C 0.167; C -0.661; C -0.707; C -0.871; C -0.578; C 0.548; C 0.873; O -0.845; N -0.099; C 0.571; C -0.628; C -1.151; C 0.593; N -0.137; C 0.138; O -0.625; N -0.118; C 0.406; C -0.675; H 0.382; H 0.429; H 0.347; H 0.439; H 0.480; H 0.415; H 0.323; H 0.530; H 0.405; H 0.408; H 0.485; H 0.190; H 0.374; H 0.372; H 0.154; H 0.166; H 0.567

---

No. 5
Entry from the Open Molecules 2025 dataset: a structure of composition C21H17N3NiO9P2 at a distorted geometry (wB97M-V/def2-TZVPD).

Its LUMO energy (spin up / spin down) is 4.46 / 4.46 eV. Its spin multiplicity is 3. For the HOMO-LUMO gap (spin up / spin down), the calculation gives 3.8 / 5.5 eV. Its expectation value of S² is 2.05. The net charge is -2.

Structure (XYZ):
```
53
C21H17N3NiO9P2 | the Open Molecules 2025 dataset | wB97M-V/def2-TZVPD
Ni -0.95844 0.71591 0.88282
O 1.40920 -2.05288 -1.91551
C 0.78739 -3.20103 -1.60785
C 1.13040 -4.36203 -2.28908
C 0.51478 -5.56770 -1.98381
C -0.45324 -5.62498 -0.98997
C -0.81102 -4.47848 -0.31230
C -0.21184 -3.24882 -0.60427
C -0.63333 -2.02537 0.05637
O -0.06848 -0.89595 -0.25552
N -1.64464 -2.09175 0.91805
N -2.00902 -0.89361 1.36643
C -3.06175 -0.74833 2.16329
C -3.47943 0.56015 2.44305
C -4.52584 0.90308 3.33016
C -4.84333 2.21972 3.52845
C -4.14961 3.21846 2.83010
C -3.13817 2.81444 1.96558
N -2.80092 1.55476 1.76614
H 0.98130 -1.35375 -1.30932
H 1.88712 -4.30113 -3.06045
H 0.79570 -6.46402 -2.52266
H -0.92911 -6.57000 -0.75070
H -1.56910 -4.49544 0.45614
H -3.58218 -1.61501 2.56502
H -5.04488 0.11000 3.85312
H -5.62430 2.50311 4.22451
H -4.37581 4.26477 2.95000
H -1.74152 3.23167 0.80617
O 1.63201 3.66453 1.67992
P 1.25508 2.14120 1.58327
O 2.37818 1.20995 1.65074
O 0.48924 2.10901 0.08402
O 0.05710 1.89392 2.54867
P -0.57973 3.23861 3.61425
O -0.87272 2.25489 4.88688
O 0.74059 3.90563 3.98402
O -2.45900 3.73290 1.23710
H 1.32231 3.91484 2.63600
H -0.01850 1.90771 5.15868
C 1.22957 1.74029 -0.91220
C 1.93376 1.43742 -1.84285
C 2.75529 0.97018 -2.88740
C 3.74081 0.01073 -2.62099
C 4.56460 -0.43964 -3.62916
C 4.43786 0.05160 -4.92215
C 3.46301 0.99849 -5.19611
C 2.63025 1.45495 -4.19452
H 3.81978 -0.38049 -1.61970
H 5.31713 -1.18648 -3.41319
H 5.09307 -0.30100 -5.70899
H 3.36045 1.38564 -6.20296
H 1.85995 2.17937 -4.41729
```

Now the Mulliken charges, all in e: Ni -0.024; O -0.563; C -0.266; C -0.597; C -0.342; C -0.657; C -0.290; C 0.590; C 0.487; O -1.087; N -0.687; N 0.567; C -0.527; C 0.299; C -1.043; C -0.018; C -0.996; C 0.829; N -0.149; H 0.516; H 0.384; H 0.342; H 0.352; H 0.440; H 0.350; H 0.324; H 0.374; H 0.377; H 0.339; O -0.571; P 0.951; O -0.762; O -0.346; O -0.078; P 0.394; O -0.445; O -0.840; O -0.595; H 0.437; H 0.259; C 0.169; C -0.317; C 0.732; C -0.358; C -0.529; C -0.403; C -0.424; C -0.493; H 0.412; H 0.357; H 0.363; H 0.348; H 0.417

---

Number 1: E -105298.628 eV. Number 2: E -44630.018 eV. Number 3: E -310075.006 eV. Number 4: E -49757.946 eV. Number 5: E -104575.965 eV.